Entry 1:
This record from the Open Molecules 2025 dataset describes a molecular structure, C28H44FeN2O7P2SeSi2. The level of theory is ωB97M-V/def2-TZVPD.

Structure (ORCA input):
```
! wB97M-V def2-TZVPD RIJCOSX def2/J DEFGRID3
* xyz -2 5
Fe -0.012 0.488 -0.060
C 3.298 3.264 -1.360
Si 2.659 1.503 -1.575
C 1.306 1.401 -2.899
C 4.158 0.507 -2.302
N 2.043 0.817 -0.135
C 2.634 0.863 1.098
C 4.021 0.939 1.293
C 4.589 0.971 2.561
C 3.768 0.941 3.677
C 2.390 0.867 3.515
C 1.783 0.813 2.250
N 0.426 0.711 2.050
Si -0.710 1.293 3.189
C -0.922 0.113 4.703
C -0.330 2.991 3.930
C -2.421 1.346 2.411
H 3.414 3.769 -2.323
H 4.257 3.288 -0.835
H 2.569 3.829 -0.774
H 1.693 1.127 -3.884
H 0.818 2.377 -2.974
H 0.526 0.683 -2.623
H 5.034 1.156 -2.401
H 3.940 0.104 -3.297
H 4.445 -0.331 -1.661
H 4.661 0.983 0.416
H 5.667 1.024 2.677
H 4.199 0.974 4.673
H 1.751 0.854 4.391
H 0.032 -0.302 5.041
H -1.583 -0.727 4.465
H -1.363 0.657 5.544
H 0.598 2.996 4.508
H -1.144 3.326 4.580
H -0.213 3.708 3.112
H -2.547 0.536 1.688
H -2.532 2.290 1.873
H -3.221 1.276 3.152
C -5.346 1.356 -0.158
O -4.561 1.347 -1.318
P -2.901 1.936 -1.079
O -2.686 2.039 -2.690
C -2.913 3.302 -3.320
O -2.223 0.385 -0.944
C -2.872 -0.795 -1.386
H -6.400 1.443 -0.446
H -5.095 2.200 0.498
H -5.229 0.431 0.429
H -2.419 3.275 -4.291
H -2.507 4.126 -2.739
H -3.987 3.466 -3.465
H -2.430 -1.140 -2.324
H -3.932 -0.610 -1.545
H -2.731 -1.568 -0.623
O -1.801 4.707 -0.146
Se -0.386 3.993 -0.474
O 0.673 4.128 0.729
O -0.714 2.334 -0.703
O 0.222 4.523 -1.878
C 2.088 -2.116 -1.080
P 0.293 -1.866 -0.708
C 0.189 -3.037 0.710
C 0.011 -2.491 1.982
C 0.053 -3.298 3.109
C 0.264 -4.664 2.984
C 0.434 -5.217 1.721
C 0.411 -4.411 0.595
C -0.394 -2.877 -2.080
C -1.446 -3.780 -1.908
C -1.980 -4.467 -2.984
C -1.515 -4.234 -4.272
C -0.528 -3.276 -4.466
C 0.015 -2.600 -3.388
H 2.368 -1.534 -1.957
H 2.306 -3.172 -1.240
H 2.653 -1.730 -0.232
H -0.130 -1.417 2.080
H -0.064 -2.853 4.090
H 0.302 -5.295 3.863
H 0.603 -6.283 1.617
H 0.559 -4.854 -0.383
H -1.830 -3.966 -0.913
H -2.772 -5.191 -2.825
H -1.926 -4.777 -5.114
H -0.185 -3.052 -5.469
H 0.776 -1.846 -3.552
*
```

Values from the calculation:
expectation value of S²: 6.021
calculated total energy: -181132.990 eV
energy relative to the best compared isomer or geometry (same formula, charge and spin): 0.275 eV

Results of the Mulliken charge analysis, in e, for atoms 1 through 6:
1 Fe 2.2131
2 C -1.1330
3 Si 0.6349
4 C -0.7302
5 C -1.6992
6 N 0.8474

=====

Entry 2:
This record from the Open Molecules 2025 dataset describes a molecular structure, C15H18FeNO3. The level of theory is ωB97M-V/def2-TZVPD.

Structure (ORCA input):
```
! wB97M-V def2-TZVPD RIJCOSX def2/J DEFGRID3
* xyz 1 5
O 3.938 4.495 -1.387
C 3.119 3.704 -1.384
Fe 1.760 2.409 -1.414
C 3.136 1.137 -1.500
O 3.965 0.362 -1.576
C 1.660 2.340 0.434
O 1.579 2.300 1.569
C 0.199 0.878 -1.823
C -0.658 1.678 -1.041
C -0.671 3.068 -0.981
C 0.176 3.950 -1.686
C 0.961 3.735 -2.851
C 1.294 2.499 -3.463
C 0.976 1.209 -2.965
H 0.148 -0.193 -1.611
H -1.298 1.161 -0.335
H -1.322 3.516 -0.238
H 0.109 4.997 -1.375
H 1.408 4.630 -3.297
H 1.931 2.544 -4.354
H 1.432 0.365 -3.493
C -1.812 -3.972 2.933
C -1.894 -2.483 3.310
C -1.987 -1.611 2.052
N -0.876 -1.900 1.132
C -0.768 -3.310 0.729
C -0.649 -4.221 1.957
H -1.706 -4.596 3.832
H -2.755 -4.285 2.467
H -2.743 -2.293 3.981
H -0.998 -2.200 3.876
H -2.934 -1.801 1.535
H -1.981 -0.544 2.312
H -0.871 -1.261 0.327
H -1.657 -3.581 0.148
H 0.092 -3.435 0.061
H 0.302 -4.017 2.463
H -0.606 -5.277 1.657
*
```

Values from the calculation:
expectation value of S²: 6.156
calculated total energy: -57854.451 eV
energy relative to the best compared isomer or geometry (same formula, charge and spin): 0.000 eV

Results of the Mulliken charge analysis, in e, for atoms 1 through 6:
1 O -0.2838
2 C 0.3050
3 Fe 0.5356
4 C 0.2676
5 O -0.2895
6 C 0.3443

=====

Entry 3:
This record from the Open Molecules 2025 dataset describes 6 unconnected molecules or ions with the total composition C11H24Cl10FO2PS. The level of theory is ωB97M-V/def2-TZVPD.

Structure (ORCA input):
```
! wB97M-V def2-TZVPD RIJCOSX def2/J DEFGRID3
* xyz 0 1
C 3.068 -2.712 -1.525
S 1.977 -1.149 -1.566
O 2.269 -0.483 -2.967
O 2.259 -0.190 -0.377
P -0.094 -1.785 -1.672
F -0.101 -2.939 -3.024
H 2.718 -3.427 -2.398
H 4.180 -2.416 -1.752
H 2.990 -3.296 -0.505
H -0.482 -2.540 -0.508
Cl -0.683 -0.483 1.436
C -2.145 -0.736 2.422
C -2.885 -2.007 2.035
Cl -3.630 -1.886 0.422
H -2.781 0.148 2.319
H -1.817 -0.799 3.464
H -3.696 -2.195 2.745
H -2.221 -2.877 2.039
Cl 0.360 2.571 -0.219
C -0.406 4.144 0.120
C -1.323 4.086 1.331
Cl -2.778 3.105 1.027
H -0.944 4.460 -0.779
H 0.404 4.858 0.300
H -1.668 5.093 1.584
H -0.811 3.673 2.206
Cl 4.702 5.876 1.231
C 4.041 4.592 2.273
C 2.611 4.231 1.903
Cl 1.466 5.541 2.282
H 4.116 4.926 3.313
H 4.689 3.719 2.150
H 2.290 3.354 2.474
H 2.518 3.995 0.838
Cl -9.278 -0.502 3.531
C -8.411 -0.850 2.015
C -7.221 -1.771 2.233
Cl -5.915 -0.978 3.147
H -8.107 0.103 1.571
H -9.131 -1.325 1.341
H -6.798 -2.066 1.268
H -7.508 -2.681 2.770
Cl 6.026 -4.783 -3.650
C 5.138 -3.957 -4.955
C 5.831 -2.679 -5.401
Cl 5.772 -1.411 -4.152
H 4.120 -3.762 -4.603
H 5.079 -4.660 -5.792
H 5.330 -2.275 -6.287
H 6.880 -2.857 -5.656
*
```

Values from the calculation:
calculated total energy: -163955.683 eV
SMILES string: CS(=O)(=O)PF.ClCCCl.ClCCCl.ClCCCl.ClCCCl.ClCCCl

Results of the Mulliken charge analysis, in e, for atoms 1 through 6:
1 C -0.7464
2 S 0.9055
3 O -0.5862
4 O -0.5480
5 P 0.4031
6 F -0.3627

=====

Entry 4:
This record from the Open Molecules 2025 dataset describes 11 unconnected molecules or ions with the total composition C9H39N16O11. The level of theory is ωB97M-V/def2-TZVPD.

Structure (ORCA input):
```
! wB97M-V def2-TZVPD RIJCOSX def2/J DEFGRID3
* xyz 0 2
C -1.583 -2.116 -0.883
O -1.312 -1.773 0.426
H -2.593 -2.204 -1.284
H -1.032 -1.509 -1.601
H -1.074 -3.046 -1.134
C 1.325 1.090 -1.039
O 1.772 2.197 -1.262
N 1.218 0.023 -1.809
N 0.543 0.786 -0.010
H 1.782 0.093 -2.644
H 0.776 -0.844 -1.541
H 0.171 1.613 0.435
H -0.025 -0.048 -0.041
C -3.684 -2.089 -4.936
O -4.854 -2.055 -5.305
N -3.266 -1.528 -3.861
N -2.851 -2.844 -5.580
H -2.275 -1.565 -3.666
H -4.001 -1.182 -3.262
H -3.370 -3.266 -6.337
H -1.845 -2.885 -5.499
C -5.862 -4.404 -2.692
O -5.634 -5.549 -2.929
N -5.271 -3.675 -1.714
N -6.526 -3.684 -3.490
H -4.722 -4.257 -1.098
H -5.104 -2.686 -1.836
H -6.545 -2.686 -3.333
H -7.335 -4.024 -3.990
C -1.767 0.631 3.870
O -1.786 1.530 4.629
N -1.166 0.646 2.713
N -2.402 -0.533 4.036
H -0.845 -0.143 2.169
H -1.183 1.628 2.479
H -3.099 -0.641 4.759
H -2.329 -1.222 3.302
C 2.946 -2.297 1.319
O 4.019 -2.888 1.311
N 1.871 -2.425 0.638
N 2.684 -1.263 2.095
H 1.152 -1.738 0.813
H 1.928 -3.122 -0.091
H 3.352 -0.990 2.801
H 1.852 -0.697 2.001
C -4.864 -1.630 2.115
O -5.614 -1.618 3.122
N -3.866 -2.451 2.038
N -5.002 -0.806 1.170
H -3.651 -2.807 2.958
H -3.095 -2.224 1.426
H -4.228 -0.875 0.525
H -5.636 -0.020 1.132
C 1.240 -5.950 -0.249
O 2.335 -5.452 -0.186
N 1.002 -7.127 -0.691
N 0.171 -5.254 -0.186
H 1.810 -7.719 -0.816
H 0.065 -7.469 -0.529
H 0.277 -4.267 -0.369
H -0.706 -5.755 -0.160
C -3.750 2.313 0.050
O -4.275 2.254 1.210
N -4.001 3.175 -0.813
N -2.831 1.476 -0.272
H -4.592 3.953 -0.556
H -3.636 2.994 -1.737
H -2.373 0.973 0.475
H -2.506 1.529 -1.226
O -1.868 1.120 -3.030
H -0.921 1.223 -2.937
H -1.981 0.233 -3.372
O -1.028 -2.795 2.985
H -0.423 -3.534 3.051
H -1.154 -2.670 2.045
*
```

Values from the calculation:
expectation value of S²: 0.754
calculated total energy: -56328.356 eV

Results of the Mulliken charge analysis, in e, for atoms 1 through 6:
1 C 0.6530
2 O 0.4970
3 H -0.4293
4 H -0.3714
5 H 0.1462
6 C 0.4287

=====

What did the second record say?
This record from the Open Molecules 2025 dataset describes a molecular structure, C15H18FeNO3. The level of theory is ωB97M-V/def2-TZVPD.

Structure (ORCA input):
```
! wB97M-V def2-TZVPD RIJCOSX def2/J DEFGRID3
* xyz 1 5
O 3.938 4.495 -1.387
C 3.119 3.704 -1.384
Fe 1.760 2.409 -1.414
C 3.136 1.137 -1.500
O 3.965 0.362 -1.576
C 1.660 2.340 0.434
O 1.579 2.300 1.569
C 0.199 0.878 -1.823
C -0.658 1.678 -1.041
C -0.671 3.068 -0.981
C 0.176 3.950 -1.686
C 0.961 3.735 -2.851
C 1.294 2.499 -3.463
C 0.976 1.209 -2.965
H 0.148 -0.193 -1.611
H -1.298 1.161 -0.335
H -1.322 3.516 -0.238
H 0.109 4.997 -1.375
H 1.408 4.630 -3.297
H 1.931 2.544 -4.354
H 1.432 0.365 -3.493
C -1.812 -3.972 2.933
C -1.894 -2.483 3.310
C -1.987 -1.611 2.052
N -0.876 -1.900 1.132
C -0.768 -3.310 0.729
C -0.649 -4.221 1.957
H -1.706 -4.596 3.832
H -2.755 -4.285 2.467
H -2.743 -2.293 3.981
H -0.998 -2.200 3.876
H -2.934 -1.801 1.535
H -1.981 -0.544 2.312
H -0.871 -1.261 0.327
H -1.657 -3.581 0.148
H 0.092 -3.435 0.061
H 0.302 -4.017 2.463
H -0.606 -5.277 1.657
*
```

Values from the calculation:
expectation value of S²: 6.156
calculated total energy: -57854.451 eV
energy relative to the best compared isomer or geometry (same formula, charge and spin): 0.000 eV

Results of the Mulliken charge analysis, in e, for atoms 1 through 6:
1 O -0.2838
2 C 0.3050
3 Fe 0.5356
4 C 0.2676
5 O -0.2895
6 C 0.3443

=====

- calculated total energy of number 3 (C11H24Cl10FO2PS)?
  -163955.683 eV

=====

- The lowest calculated total energy belongs to which entry?
  C28H44FeN2O7P2SeSi2

=====

- Look up the calculated total energy of the third one.
  -163955.683 eV